No. 1
Formula: CH3Br2P
Source: the Open Molecules 2025 dataset
Level of theory: wB97M-V/def2-TZVPD

Structure (ORCA input):
```
! wB97M-V def2-TZVPD RIJCOSX def2/J DEFGRID3
* xyz 0 1
C 0.13817 -0.35350 -0.04488
P 2.60161 -0.01763 -1.02137
Br 3.39024 1.76846 0.04713
Br 3.33007 -1.65228 0.25158
H -0.07134 0.79081 -0.23844
H 0.15783 -0.73630 1.03924
H -0.37124 -1.02804 -0.72437
*
```

Output
LUMO level (spin up / spin down), Eh: -0.028 / -0.029
Relative energy (zero: lowest compared OMol25 entry of this formula, charge and spin), kcal/mol: 60.35
E_HOMO (spin up / spin down), hartree: -0.3129 / -0.3138


No. 2
Formula: C44H32N6S3SbTi
Source: the Open Molecules 2025 dataset
Level of theory: wB97M-V/def2-TZVPD

Structure (ORCA input):
```
! wB97M-V def2-TZVPD RIJCOSX def2/J DEFGRID3
* xyz -2 2
Ti -1.01984 0.38110 -0.02234
C -1.63497 -7.26310 0.90855
C -2.52817 -6.61723 0.06108
C -2.34499 -5.28570 -0.28688
C -1.24985 -4.55143 0.19209
C -0.34999 -5.22667 1.03389
C -0.54355 -6.55248 1.39505
C -1.03728 -3.12595 -0.08372
C -1.52707 -2.48213 -1.21723
C -1.96470 -3.10930 -2.41904
C -2.60302 -2.16369 -3.16632
C -2.52505 -0.93137 -2.45738
N -1.84902 -1.11937 -1.25802
C -2.94239 0.28312 -3.01899
C -2.45506 1.51466 -2.63115
C -2.58813 2.72971 -3.39349
C -1.73185 3.63340 -2.86004
C -1.14987 3.03954 -1.68675
C -0.43044 3.77290 -0.74736
C 0.15024 5.07587 -1.15834
C -0.28078 6.28353 -0.61032
C 0.27174 7.49127 -1.02122
C 1.26958 7.51168 -1.98804
C 1.70951 6.31365 -2.53768
C 1.15448 5.10837 -2.12500
C -0.45521 3.38186 0.59734
N -1.03761 2.18992 0.93791
C -1.27072 2.21453 2.27042
C -1.85142 1.03295 2.81345
C -2.09215 1.00047 4.28633
C -1.45412 0.07616 5.11357
C -1.68350 0.07161 6.48574
C -2.55113 0.99262 7.05804
C -3.18063 1.92978 6.24708
C -2.94899 1.93398 4.87673
C -1.95411 -0.01881 1.94133
C -2.11284 -1.34320 2.55893
C -1.35121 -2.39716 2.22558
C -0.57846 -2.26431 0.97609
N 0.18965 -1.26397 0.63862
C -0.74614 3.39113 2.82471
C -0.20699 4.12310 1.77188
N -1.60847 1.73759 -1.55099
C -3.84202 0.19187 -4.21255
C -3.46657 0.65157 -5.47347
C -4.31627 0.53025 -6.56927
C -5.56176 -0.06542 -6.43003
C -5.94339 -0.54693 -5.18350
C -5.09101 -0.42009 -4.09255
H -1.79107 -8.29707 1.18971
H -3.39061 -7.15203 -0.32123
H -3.07509 -4.79188 -0.91678
H 0.52646 -4.69118 1.38609
H 0.17305 -7.03807 2.04739
H -1.76394 -4.13588 -2.68801
H -3.02563 -2.28629 -4.15268
H -3.24174 2.87495 -4.23774
H -1.55912 4.64918 -3.18377
H -1.07097 6.26877 0.13036
H -0.08171 8.41868 -0.58590
H 1.70687 8.45182 -2.30394
H 2.50108 6.31353 -3.27834
H 1.52292 4.16862 -2.52343
H -0.75407 -0.62353 4.66960
H -1.17511 -0.65373 7.11026
H -2.73114 0.98549 8.12702
H -3.85334 2.65982 6.68221
H -3.43307 2.66693 4.24143
H -2.83664 -1.47341 3.36024
H -1.52106 -3.37638 2.65390
H -0.74773 3.65187 3.87316
H 0.29994 5.07471 1.81979
H -2.48023 1.08067 -5.60029
H -3.99351 0.89117 -7.53868
H -6.22353 -0.16242 -7.28356
H -6.90890 -1.02297 -5.05838
H -5.38715 -0.79754 -3.12070
S 3.66814 -1.52824 -0.49045
Sb 3.45478 0.24248 0.98385
S 0.86505 -0.16176 1.74693
S 3.16738 2.17299 -0.30857
N 0.84833 0.78269 -2.73026
N 0.84518 0.46531 -1.33073
H 1.83200 0.83930 -2.98265
H 0.47346 1.72051 -2.81171
H 1.49523 1.11080 -0.84951
H 1.26781 -0.45209 -1.22548
*
```

Output
<S²>: 0.916
LUMO level (spin up / spin down), Eh: 0.149 / 0.136
Relative energy (zero: lowest compared OMol25 entry of this formula, charge and spin), kcal/mol: 83.48
E_HOMO (spin up / spin down), hartree: -0.0259 / -0.0544


No. 3
Formula: C5H11NO
Source: the Open Molecules 2025 dataset
Level of theory: wB97M-V/def2-TZVPD

Structure (ORCA input):
```
! wB97M-V def2-TZVPD RIJCOSX def2/J DEFGRID3
* xyz 0 1
C 0.87836 -0.01232 -1.64518
C 1.34485 -1.30305 0.52678
C 0.51732 0.21921 -0.17349
N 1.07057 1.16232 0.53343
H 0.42946 1.80695 0.99603
H 0.51506 0.85141 -2.20471
H 1.95473 -0.10383 -1.77612
H 0.99764 -1.51400 1.52823
H 2.33050 -0.84659 0.53090
H 1.30021 -2.18146 -0.10276
H 0.38662 -0.91164 -2.00725
C -1.85686 0.85224 0.96524
C -1.17718 -0.04194 -0.05911
O -1.01520 -1.31203 0.26727
H -1.60216 0.12992 -1.06435
H -1.92715 1.88705 0.61934
H -1.28649 0.84031 1.89566
H -2.86029 0.47746 1.17008
*
```

Output
LUMO level (spin up / spin down), Eh: -0.029 / -0.035
Relative energy (zero: lowest compared OMol25 entry of this formula, charge and spin), kcal/mol: 133.42
E_HOMO (spin up / spin down), hartree: -0.3297 / -0.3297


No. 4
Formula: C4H5CaO2
Source: the Open Molecules 2025 dataset
Level of theory: wB97M-V/def2-TZVPD

Structure (ORCA input):
```
! wB97M-V def2-TZVPD RIJCOSX def2/J DEFGRID3
* xyz 0 2
H -0.31859 -0.73452 2.12186
O -1.26649 -0.89227 2.13304
C -1.92238 0.19757 1.51849
C -3.38403 0.02955 1.58787
C -4.45858 -0.55531 1.98084
H -1.62988 0.30104 0.45860
H -1.67008 1.15162 2.01514
H -4.98928 -1.43891 2.31798
C -4.71400 1.09323 1.66454
O -4.53802 2.10160 2.52780
Ca -5.95326 3.56289 2.90511
H -5.01118 1.26878 0.61085
*
```

Output
<S²>: 0.750
LUMO level (spin up / spin down), Eh: 0.003 / -0.003
Relative energy (zero: lowest compared OMol25 entry of this formula, charge and spin), kcal/mol: 20.15
E_HOMO (spin up / spin down), hartree: -0.2061 / -0.2642


No. 5
Formula: C2H4N2O2S
Source: the Open Molecules 2025 dataset
Level of theory: wB97M-V/def2-TZVPD

Structure (ORCA input):
```
! wB97M-V def2-TZVPD RIJCOSX def2/J DEFGRID3
* xyz 0 1
O -2.65981 0.00512 0.06678
N -1.71622 -0.94494 -0.13450
C -0.52387 -0.53696 -0.18148
N -0.17972 0.95259 0.10117
O 1.19407 0.96886 -0.34771
C 1.94384 -0.02081 0.20054
S 0.93056 -1.45210 -0.10399
H -3.56713 -0.51818 0.11783
H -0.75220 1.43545 -0.60297
H 2.95544 0.01363 -0.35623
H 2.37505 0.09734 1.24058
*
```

Output
SMILES: O/N=C1\NOCS1
LUMO level, Eh: 0.026
Relative energy (zero: lowest compared OMol25 entry of this formula, charge and spin), kcal/mol: 113.38
E_HOMO, hartree: -0.3193


No. 6
Formula: C4H8NO2
Source: the Open Molecules 2025 dataset
Level of theory: wB97M-V/def2-TZVPD

Structure (ORCA input):
```
! wB97M-V def2-TZVPD RIJCOSX def2/J DEFGRID3
* xyz -1 1
C 0.90976 -0.52257 1.44390
C 0.89521 -0.80598 -0.06704
N 0.72089 0.40493 -0.88845
C -0.65755 0.55402 -1.34734
C -1.66804 0.66190 -0.17569
O -1.63655 1.72885 0.47425
O -2.40130 -0.34712 0.00700
H 1.47420 -1.29017 1.98183
H -0.11671 -0.47787 1.80658
H 1.30202 0.47430 1.62941
H 1.84397 -1.27053 -0.36941
H 0.06133 -1.46783 -0.27289
H 0.94713 1.20475 -0.30881
H -0.92742 -0.30711 -1.95372
H -0.74694 1.46040 -1.95960
*
```

Output
SMILES: CCNCC(=O)[O-]
LUMO level, Eh: 0.155
Relative energy (zero: lowest compared OMol25 entry of this formula, charge and spin), kcal/mol: 15.74
E_HOMO, hartree: -0.1326


No. 7
Formula: C4H12O4
Source: the Open Molecules 2025 dataset
Level of theory: wB97M-V/def2-TZVPD

Structure (ORCA input):
```
! wB97M-V def2-TZVPD RIJCOSX def2/J DEFGRID3
* xyz -2 1
C 0.62932 0.53094 0.64864
C 0.34442 -0.87356 1.19557
C -0.41884 -0.87933 2.67069
O -0.32648 -1.99762 3.36898
C -0.22575 0.78037 -0.63559
O -0.40270 2.08683 -0.96994
H 1.64820 0.69995 0.30496
H 0.33606 1.27754 1.39746
H -0.32327 -1.45140 0.54301
H 1.22712 -1.49505 1.37312
H -0.08250 0.04886 3.11565
H -1.51649 -0.82132 2.27457
H 0.17888 0.29667 -1.59560
H -1.22046 0.27693 -0.61463
H 1.33671 -1.89921 -0.72037
H 0.78885 -0.92957 -1.83488
O 1.41458 -1.67220 -1.65458
H -0.72579 1.77685 -3.58755
H -1.14490 2.14137 -2.10234
O -1.51697 2.10297 -3.17716
*
```

Output
LUMO level, Eh: 0.238
Relative energy (zero: lowest compared OMol25 entry of this formula, charge and spin), kcal/mol: 32.31
E_HOMO, hartree: 0.0125


No. 8
Formula: C11H11N6O6P
Source: the Open Molecules 2025 dataset
Level of theory: wB97M-V/def2-TZVPD

Structure (ORCA input):
```
! wB97M-V def2-TZVPD RIJCOSX def2/J DEFGRID3
* xyz 0 1
O -3.90207 -2.26087 0.88264
N 1.89296 0.85130 -0.64216
N 2.65897 1.05554 -1.69045
N 0.48541 2.25958 -4.18809
N -1.40820 1.88789 -1.67282
O 2.87365 -1.40078 1.15967
O 0.87063 0.10448 1.89685
O -4.00359 -2.11887 3.29366
O -2.72989 -0.16224 1.90216
O -1.65156 -2.51373 2.07503
C 0.78983 1.86494 -2.98774
C -1.60852 1.60447 -0.41723
C 1.74081 2.11741 -4.87671
C -0.07164 1.63350 -1.86267
C 2.75401 1.68798 -4.05984
C 0.53213 1.19406 -0.70130
N 2.12315 1.56413 -2.84661
N -0.47766 1.14476 0.23441
C -1.33865 -0.20544 2.20022
C 1.60776 -2.03342 0.99584
C -0.83020 -1.46541 1.56754
C -0.35459 0.82318 1.68226
C 0.63420 -1.29801 1.95171
P -3.11394 -1.76528 2.01543
H 2.75045 -0.44124 1.07931
H -4.34296 -3.00221 3.06620
H -2.62268 1.65025 0.03019
H 1.85307 2.33242 -5.92664
H 3.76324 1.48548 -4.35631
H -1.27635 -0.22847 3.31352
H 1.66639 -3.07991 1.23113
H 1.32763 -1.93041 -0.07872
H -0.94532 -1.42765 0.46819
H -0.39046 1.73073 2.30119
H 0.74398 -1.65819 2.96013
*
```

Output
LUMO level, Eh: -0.019
Relative energy (zero: lowest compared OMol25 entry of this formula, charge and spin), kcal/mol: 7.66
E_HOMO, hartree: -0.3302